# 1
Density functional theory data (the ωB97M-V functional and the def2-TZVPD basis) for a molecular structure, C18H41OP3PbS at a distorted geometry.

The geometry in XYZ format:
```
65
Properties=species:S:1:pos:R:3:forces:R:3
H 0.870600 1.695434 3.021710 -0.1 0.5 -0.1
H 2.564007 -5.529428 -5.360187 0.2 -0.7 0.0
H 3.762545 3.464046 -1.249129 -0.3 0.0 0.1
H -0.219929 3.118119 2.927804 0.0 -0.3 -0.5
H 4.505074 0.655157 -3.045611 0.3 0.1 0.3
H -1.433540 3.870374 0.758742 0.1 -0.4 0.2
H 1.070392 -2.121767 3.663263 0.0 0.6 -0.2
C 4.749476 0.863798 -1.993363 -0.1 -0.3 -0.2
C -1.821663 -0.969331 -5.309187 0.1 -0.6 -0.3
H 3.043823 -0.413017 0.704523 0.0 0.0 0.0
H 2.710505 1.231729 1.244247 0.1 -0.1 -0.2
C 0.225067 -0.748683 -4.061672 0.9 0.0 -0.1
H 2.148620 0.440596 -1.808448 1.0 0.8 1.0
H -1.871137 2.816570 -0.627398 0.3 0.2 0.2
H 5.373558 1.765490 -1.927575 0.0 -0.3 0.0
H -1.977932 0.329967 2.491697 -0.3 0.3 0.0
H -2.415273 0.306008 -2.747472 0.0 0.1 -0.2
C -0.683346 -1.572432 -4.794371 -0.4 0.0 0.9
C -3.063229 0.131169 -1.891136 0.2 0.1 -0.2
C -1.069427 3.091059 0.074474 0.6 -0.7 -1.4
H -4.066788 -2.514249 0.523862 0.0 0.3 0.0
C -2.076115 1.304355 1.991888 0.1 -1.5 -0.5
C -1.744671 0.380513 -5.716992 0.7 0.1 0.5
C -0.605193 1.123466 -5.340888 0.3 0.9 -0.2
H -0.398839 2.135500 -5.730871 -0.6 -0.6 0.2
H 0.001600 -0.714375 3.209575 0.4 -0.4 0.3
H -3.388105 -1.001975 1.162626 -0.3 -0.1 -0.1
C 1.720223 -3.568388 -5.550994 6.1 -0.3 -1.1
H 2.205600 3.132625 -2.052094 0.2 0.0 0.3
C 3.355743 0.628388 0.597380 0.0 -0.2 0.3
H 1.288004 -3.796227 -6.521830 -1.1 -0.5 0.2
C -3.831426 -1.470441 0.277160 0.4 -0.1 0.2
H 4.389420 0.732683 0.956341 -0.2 0.1 -0.2
H 3.398705 -4.232718 -4.298106 0.0 0.0 0.6
H -2.749159 -1.540416 -5.402318 0.4 0.1 -0.7
P -0.529869 1.589057 1.014816 -2.1 3.3 2.3
H 1.245880 3.055569 1.894370 -0.2 -0.2 0.3
H -3.437424 -3.591395 -1.818273 -0.1 0.1 0.0
S 1.218229 -1.178119 -2.750429 -0.9 -2.2 -1.2
H -0.207125 3.481772 -0.488540 -0.4 0.1 0.1
Pb 0.665119 -4.869211 -3.975703 -4.8 -1.6 4.0
H -4.491362 -2.253291 -2.363009 0.3 -0.2 -0.1
C 0.439931 2.453479 2.345191 1.3 -0.9 -0.2
H -4.098198 0.072674 -2.229269 0.0 0.2 0.0
H 2.073207 -2.535276 -5.474677 -0.8 -0.1 0.6
C -3.448235 -2.578314 -2.231551 0.1 -0.3 -0.1
H -2.942210 0.965556 -1.204076 -0.1 0.1 0.0
H 1.784993 -0.496566 3.264234 -0.3 -0.5 0.1
H -0.511186 -2.688655 -4.865538 -0.5 0.8 0.5
C 2.571315 -4.543322 -4.917344 0.7 3.3 -4.3
C 2.817624 2.910328 -1.165751 -0.1 0.2 -0.3
H -4.748569 -0.940350 -0.009396 0.2 -0.2 0.1
P 3.212245 1.154732 -1.110598 -0.2 0.3 0.0
H -2.195317 2.077815 2.760344 0.3 0.0 -0.3
H 2.278244 3.218337 -0.259815 0.2 0.0 -0.3
H 0.831242 -2.449725 1.512483 0.0 0.3 0.1
P -2.592464 -1.434003 -1.088289 -0.4 -0.1 0.3
H 1.113700 1.210472 -3.998804 -0.5 0.0 -0.2
H -2.956182 1.303630 1.335257 0.3 -0.1 0.2
H 5.262107 -0.001606 -1.540298 -0.1 0.4 -0.3
H -2.521941 0.817346 -6.343318 0.1 -0.1 0.3
H -2.930613 -2.602288 -3.196575 -0.2 0.0 0.0
C 0.291542 0.620568 -4.416288 -0.4 0.3 -0.6
C 0.973346 -1.215310 3.038722 0.0 0.3 0.0
O 1.064079 -1.519300 1.637276 0.1 -0.3 -0.2
```
Forces are in eV/Å.

For the largest force on an atom, the calculation gives 6.44 eV/Å. As for the total charge: +4. Its molar mass is 605.71 g mol⁻¹. The calculation puts the highest occupied orbital energy (spin up / spin down) at -18.22 / -18.09 eV. The value obtained for the frontier orbital gap (spin up / spin down) is 2.67 / 2.60 eV. Its spin multiplicity is 1. As for the relative energy (zero: lowest compared OMol25 entry of this formula, charge and spin): 8.43 kcal per mole.

Here is what Mulliken gives for the atomic charges, in e: atom 1 (H): 0.3515, atom 2 (H): 0.4349, atom 3 (H): 0.4559, atom 4 (H): 0.5165, atom 5 (H): 0.3869, atom 6 (H): 0.4126, atom 7 (H): 0.3818, atom 8 (C): -1.1725, atom 9 (C): -0.5042, atom 10 (H): 0.3729, atom 11 (H): 0.1411, atom 12 (C): 1.1631, atom 13 (H): -0.6121, atom 14 (H): 0.3558, atom 15 (H): 0.4210, atom 16 (H): 0.3516, atom 17 (H): -0.0478, atom 18 (C): -0.1518, atom 19 (C): -0.6887, atom 20 (C): -1.0543, atom 21 (H): 0.4473, atom 22 (C): -1.2646, atom 23 (C): -0.5202, atom 24 (C): -0.5382, atom 25 (H): 0.4633, atom 26 (H): 0.0661, atom 27 (H): 0.1537, atom 28 (C): -0.4603, atom 29 (H): 0.3758, atom 30 (C): -0.9901, atom 31 (H): 0.4161, atom 32 (C): -1.0733, atom 33 (H): 0.4705, atom 34 (H): 0.3932, atom 35 (H): 0.4534, atom 36 (P): 0.9541, atom 37 (H): 0.3825, atom 38 (H): 0.4356, atom 39 (S): 0.1656, atom 40 (H): 0.3020, atom 41 (Pb): 1.2439, atom 42 (H): 0.3550, atom 43 (C): -1.2532, atom 44 (H): 0.5113, atom 45 (H): 0.4088, atom 46 (C): -1.0411, atom 47 (H): 0.1141, atom 48 (H): 0.1940, atom 49 (H): -0.3637, atom 50 (C): -0.6169, atom 51 (C): -1.0244, atom 52 (H): 0.3862, atom 53 (P): 1.2057, atom 54 (H): 0.4550, atom 55 (H): 0.1696, atom 56 (H): 0.2500, atom 57 (P): 0.4701, atom 58 (H): 0.4960, atom 59 (H): 0.4722, atom 60 (H): 0.4139, atom 61 (H): 0.4652, atom 62 (H): 0.0605, atom 63 (C): -0.6859, atom 64 (C): -0.4764, atom 65 (O): -0.3564



# 2
Density functional theory data (the ωB97M-V functional and the def2-TZVPD basis) for 2 unconnected molecules or ions with the total composition CHINO2P at a distorted geometry.

The geometry in XYZ format:
```
7
Properties=species:S:1:pos:R:3:forces:R:3
H -0.474306 1.533937 -1.047922 -0.4 1.7 0.0
O 0.294562 1.329297 1.862672 2.6 3.4 1.1
C -0.299688 0.540034 -1.226753 0.3 -1.2 -0.6
I 0.189476 -1.782509 2.463507 0.0 -0.2 -0.1
N 0.178280 -0.437571 -1.620295 0.1 0.3 0.8
O 0.668972 -1.491478 -1.829682 0.2 -0.8 -0.6
P -0.557295 0.308290 1.398472 -2.8 -3.2 -0.5
```
Forces are in eV/Å.

For the largest force on an atom, the calculation gives 4.41 eV/Å. Its molar mass is 216.90 g mol⁻¹. The calculation puts the highest occupied orbital energy at -9.55 eV. The value obtained for the frontier orbital gap is 8.38 eV. Its spin multiplicity is 1. As for the relative energy (zero: lowest compared OMol25 entry of this formula, charge and spin): 70.50 kcal per mole.

Here is what Mulliken gives for the atomic charges, in e: atom 1 (H): 0.4568, atom 2 (O): -0.3354, atom 3 (C): -0.3013, atom 4 (I): -0.0993, atom 5 (N): 0.4498, atom 6 (O): -0.5432, atom 7 (P): 0.3726



# 3
Density functional theory data (the ωB97M-V functional and the def2-TZVPD basis) for 4 unconnected molecules or ions with the total composition C28H62IN4O13P at a distorted geometry.

The geometry in XYZ format:
```
109
Properties=species:S:1:pos:R:3:forces:R:3
H -3.278847 -0.073148 -10.062957 0.0 0.0 0.0
C 0.844279 -2.807787 5.199672 0.2 0.2 0.1
H -0.210139 1.839281 -7.510042 0.0 0.0 0.0
H -5.101329 -3.023174 5.400107 0.0 -0.1 0.0
H 4.524040 0.157802 -6.989151 0.0 -0.1 0.0
H -1.952987 5.411167 -11.565669 0.0 0.0 0.0
H 3.330571 -0.937296 2.942480 0.0 0.2 0.0
H -0.923888 -3.746950 2.976367 0.0 0.0 0.0
O -1.665021 0.068093 -8.844351 0.0 0.0 -0.1
C 2.182852 -0.085725 11.269649 -0.1 0.0 0.1
N -0.061615 2.720270 -9.374258 -0.1 -0.1 -0.1
C -0.666160 -1.848138 3.890235 0.3 0.8 -0.5
C 0.234988 1.601239 -8.479511 -0.1 0.2 0.0
H 1.131428 3.817823 9.831293 0.0 0.0 0.0
O -1.655082 0.639536 8.064130 0.1 0.0 0.1
H 1.637782 -2.161303 -7.699963 0.0 0.0 0.0
C 0.776831 -1.643242 3.281186 -0.8 -0.1 -0.2
H 1.842936 -2.766739 -5.394175 0.0 0.0 0.0
H -2.684943 -4.410271 4.117913 -0.1 0.0 0.2
C 3.927058 0.013383 -7.895567 -0.1 0.1 0.0
C -5.172284 -2.485234 4.456970 -0.3 0.2 -0.6
H -0.474725 -0.354646 9.470923 0.0 0.1 0.1
C -2.362908 0.513800 -9.989136 -0.1 -0.1 0.1
H 1.643192 -0.092285 -2.017075 0.0 0.0 0.0
O 2.595784 -0.365917 -7.607788 0.3 -0.1 0.0
C 0.874759 2.771044 10.020220 0.0 -0.1 -0.1
H 1.901143 2.831267 -4.647578 0.0 0.0 0.0
O -5.285902 0.563150 6.286365 0.4 -0.2 -0.3
C -0.004107 3.676207 -11.634867 0.1 0.0 -0.2
H 1.173100 1.295027 -5.151194 0.0 0.0 0.0
C -2.272265 4.379856 -11.388111 0.0 0.0 -0.1
H -1.868078 2.369947 7.073440 0.0 0.0 0.0
C -0.254735 0.214192 -8.882098 0.1 0.0 0.2
H 0.131492 -0.490046 -8.146622 0.0 0.0 0.0
C -4.851646 -0.524260 5.972229 -0.2 0.6 0.0
H -1.064719 2.806059 -9.467277 0.0 0.0 0.0
N 1.092344 2.007468 8.799369 -0.1 -0.1 0.1
I -1.685700 0.071815 3.845373 0.1 -0.1 0.2
H 2.931723 1.554124 -5.292315 -0.1 0.0 -0.1
H 1.849133 -0.961762 11.822905 0.0 0.0 0.0
P 2.555194 -1.883571 1.151581 -0.1 0.4 -1.0
H 0.333001 1.636637 -11.171649 0.1 0.0 -0.1
H 3.782675 -0.803540 -2.911386 0.0 0.0 0.1
H 1.610909 2.728925 -10.615493 0.0 0.0 0.0
H -4.549467 -3.893527 2.981550 0.0 0.0 -0.1
H 3.884911 0.961584 -8.431166 0.0 0.0 0.0
C -2.761505 -3.325379 4.036595 0.1 -0.1 -0.3
H -0.169920 2.739240 10.358826 0.0 0.1 0.0
O 1.157456 -3.773108 5.803415 0.1 0.3 0.3
N 3.204739 -1.291558 -4.835712 -0.1 0.1 0.0
H 0.136599 4.673663 -11.207817 0.0 0.0 0.1
C 2.047517 1.750950 -4.676984 0.0 0.1 0.1
H 4.422290 -0.725587 -8.531832 0.0 0.0 0.0
C -1.547932 -2.875567 3.194889 0.0 -0.1 0.4
C 0.525914 2.610705 -10.700966 -0.1 0.0 0.1
C 0.148727 2.291614 7.722496 0.2 0.0 0.0
O 1.632573 -2.115744 4.335491 0.2 -0.2 -0.4
H 2.170840 -0.326555 10.200483 0.1 0.0 0.0
C 1.811469 -0.031467 -3.090778 -0.1 0.0 0.2
O 1.306290 0.973516 11.592985 0.0 -0.1 -0.1
O 2.298489 -1.480533 -0.233646 0.0 -0.1 0.4
O -1.370011 3.457440 -11.961990 -0.1 0.0 0.1
H -1.737715 2.565561 8.810743 0.1 0.0 0.1
C 2.099902 -1.738783 -5.668487 0.1 0.1 0.1
O 2.212854 1.305927 -3.347457 0.0 0.0 -0.1
H 2.788148 2.238784 10.870067 0.0 0.0 -0.1
C -1.330882 2.013173 7.955945 -0.1 0.1 -0.2
H -3.238204 4.227555 -11.866617 0.0 0.0 0.0
C 1.062354 -2.442546 2.013593 0.2 -0.2 0.4
H -3.849889 -2.335778 6.725261 0.1 0.0 -0.1
H 3.565549 -0.424620 -5.211002 0.0 0.0 0.0
H -2.650113 1.566730 -9.913463 0.0 0.0 -0.1
C 2.861433 -1.080779 -3.426971 0.2 0.0 -0.2
H -3.011237 -0.797565 7.047145 -0.1 0.1 -0.2
H 3.210540 0.144082 11.565918 0.0 0.0 0.0
O 3.602070 -3.080041 1.300395 0.0 0.0 0.4
H 2.543056 -2.036977 -3.003747 0.0 0.0 0.0
H -2.392835 4.230043 -10.309437 0.0 0.1 0.0
H 0.459643 1.700610 6.856859 0.0 0.0 0.0
C -4.148633 -2.990123 3.445642 0.4 -0.2 0.1
H 0.560841 3.628345 -12.570112 0.0 0.0 0.0
C -1.477951 0.062119 9.344311 -0.1 -0.1 -0.1
H -2.187878 -0.761656 9.431484 0.0 0.0 0.0
H 4.421617 -2.811130 1.732912 0.1 -0.1 -0.2
H 0.257502 3.344483 7.442304 0.0 0.0 0.0
H 0.934662 -0.587103 3.090327 0.3 0.0 0.3
H 1.223305 -3.491005 2.276100 -0.1 0.0 0.0
H -1.855992 -2.443334 2.242678 0.0 -0.1 -0.1
H -2.650975 -2.943199 5.049051 -0.1 0.1 0.0
H 1.197417 -1.124257 -5.538492 -0.1 -0.1 0.0
H 0.139501 -0.106069 -9.854470 -0.1 0.1 -0.1
H 1.625250 2.937990 12.004130 0.0 0.0 0.0
N -5.123002 -1.038435 4.682902 0.5 -0.7 0.5
H -1.779791 0.366065 -10.902344 0.0 0.0 0.0
H 0.225364 -2.392668 1.320819 0.1 0.2 -0.1
C -3.986042 -1.281178 6.945920 -0.4 -0.5 0.6
H 0.846687 -0.233842 -3.574584 0.1 0.0 -0.1
H -4.560077 -0.576049 3.983687 -0.3 0.4 -0.1
H 1.314361 1.557726 -8.328329 0.0 -0.1 0.0
H -1.677704 0.780219 10.142947 0.0 0.0 0.0
O -0.372750 -2.199540 5.228072 -0.5 -0.7 -0.1
H -6.161364 -2.713874 4.049387 0.0 0.0 0.1
H 3.364037 -2.280206 -7.341321 0.1 0.0 0.1
H -4.468207 -1.219984 7.923893 0.1 0.1 0.0
H 1.046089 1.021003 9.018141 0.0 0.0 0.0
O 3.181691 -0.686183 2.017006 0.0 -0.3 0.3
H -4.031166 -2.269331 2.631136 -0.2 0.1 0.1
C 2.457276 -1.704042 -7.137318 -0.2 -0.1 0.0
C 1.732148 2.257122 11.155358 0.0 0.1 0.1
```
Forces are in eV/Å.

For the largest force on an atom, the calculation gives 1.13 eV/Å. Its molar mass is 820.70 g mol⁻¹. The calculation puts the highest occupied orbital energy at -8.32 eV. The value obtained for the frontier orbital gap is 8.11 eV. Its spin multiplicity is 1.

These are the Mulliken partial charges, in e, on atoms 1 to 99: atom 1 (H): 0.3113, atom 2 (C): 0.6033, atom 3 (H): 0.2693, atom 4 (H): 0.4248, atom 5 (H): 0.3581, atom 6 (H): 0.3377, atom 7 (H): 0.3535, atom 8 (H): 0.3290, atom 9 (O): -0.4702, atom 10 (C): -0.6747, atom 11 (N): -0.2580, atom 12 (C): -0.0696, atom 13 (C): -0.4398, atom 14 (H): 0.3692, atom 15 (O): -0.2609, atom 16 (H): 0.4484, atom 17 (C): 0.0794, atom 18 (H): 0.3842, atom 19 (H): 0.4135, atom 20 (C): -0.9622, atom 21 (C): -0.9848, atom 22 (H): 0.1729, atom 23 (C): -0.5735, atom 24 (H): 0.3342, atom 25 (O): 0.0004, atom 26 (C): -0.1870, atom 27 (H): 0.3673, atom 28 (O): -0.5654, atom 29 (C): -0.8237, atom 30 (H): 0.2318, atom 31 (C): -0.6915, atom 32 (H): 0.3867, atom 33 (C): -0.1670, atom 34 (H): 0.1035, atom 35 (C): 0.2262, atom 36 (H): 0.1131, atom 37 (N): -0.2909, atom 38 (I): -0.0006, atom 39 (H): 0.1451, atom 40 (H): 0.2375, atom 41 (P): 0.5674, atom 42 (H): 0.1778, atom 43 (H): 0.3084, atom 44 (H): 0.3301, atom 45 (H): 0.3740, atom 46 (H): 0.2435, atom 47 (C): -0.2356, atom 48 (H): 0.1735, atom 49 (O): -0.5186, atom 50 (N): -0.2547, atom 51 (H): 0.4170, atom 52 (C): -0.5223, atom 53 (H): 0.3613, atom 54 (C): -1.0262, atom 55 (C): -0.1274, atom 56 (C): -0.7897, atom 57 (O): -0.4006, atom 58 (H): 0.2655, atom 59 (C): -0.3844, atom 60 (O): -0.3436, atom 61 (O): -0.3630, atom 62 (O): -0.3482, atom 63 (H): 0.3659, atom 64 (C): -0.0673, atom 65 (O): -0.4585, atom 66 (H): 0.4043, atom 67 (C): -0.5633, atom 68 (H): 0.2380, atom 69 (C): -0.6637, atom 70 (H): 0.2626, atom 71 (H): 0.1414, atom 72 (H): 0.1800, atom 73 (C): -0.6739, atom 74 (H): -0.4228, atom 75 (H): 0.3412, atom 76 (O): -0.5165, atom 77 (H): 0.3254, atom 78 (H): 0.2896, atom 79 (H): 0.3461, atom 80 (C): -0.7141, atom 81 (H): 0.3911, atom 82 (C): -0.6797, atom 83 (H): 0.3155, atom 84 (H): 0.3364, atom 85 (H): 0.4317, atom 86 (H): 0.7702, atom 87 (H): 0.3329, atom 88 (H): 0.5162, atom 89 (H): 0.0723, atom 90 (H): 0.1315, atom 91 (H): 0.2723, atom 92 (H): 0.3970, atom 93 (N): -0.1787, atom 94 (H): 0.2713, atom 95 (H): 0.3826, atom 96 (C): 0.0542, atom 97 (H): 0.2786, atom 98 (H): 0.2162, atom 99 (H): 0.0968



What is the spin multiplicity in the second record? 1



spin multiplicity of number 1 (C18H41OP3PbS)? 1



What is the formula in the third record? C28H62IN4O13P